C5H8N2O in the gas phase at a distorted geometry, computed with ωB97M-V/def2-TZVPD.

As for the multiplicity: 1. As for the frontier orbital gap: 9.6 eV. As for the charge: 0. The energy above the lowest of the compared OMol25 structures with the same formula, charge and spin is 43.3 kcal per mole.

Each line ends with the natural charge from an NBO analysis.
Element x y z (Å)
C  -0.308  1.727  -0.168  -0.403
N  -0.875  0.383  -0.158  -0.126
N  -2.148  0.162  -0.394  -0.252
C  -2.330  -1.183  -0.336  -0.091
C  -1.165  -1.756  0.012  -0.313
C  -0.158  -0.786  0.071  0.078
C  1.318  -0.807  0.433  -0.096
O  2.270  -0.605  -0.599  -0.733
H  -0.506  2.100  0.844  0.203
H  0.741  1.645  -0.275  0.217
H  -0.811  2.285  -0.905  0.227
H  -3.300  -1.541  -0.356  0.210
H  -0.807  -2.820  0.081  0.219
H  1.507  0.059  1.117  0.186
H  1.471  -1.728  0.984  0.190
H  2.662  -1.483  -1.041  0.483

4 unconnected molecules or ions with the total composition C37H48F4NO at a distorted geometry, computed with ωB97M-V/def2-TZVPD.

As for the multiplicity: 1. As for the frontier orbital gap: 7.3 eV. As for the charge: +1.

Each line ends with the Mulliken charge.
Element x y z (Å)
C  4.892  -0.454  1.637  -1.420
C  4.220  -0.142  0.272  -0.389
C  2.759  0.261  0.552  -0.247
C  1.985  0.748  -0.704  -1.581
C  0.443  0.444  -0.641  0.349
C  -0.241  1.676  0.008  -1.589
C  -1.497  1.353  0.855  -0.964
N  -1.307  0.272  1.844  1.051
C  -0.120  0.196  2.463  -0.664
C  0.164  -0.755  3.391  -1.005
C  -0.814  -1.685  3.729  -0.761
C  -2.058  -1.599  3.115  1.046
C  -3.077  -2.659  3.516  -1.041
F  -4.321  -2.139  3.858  -0.343
C  -3.252  -3.761  2.426  -0.381
C  -2.236  -4.926  2.641  -1.176
C  -2.293  -0.596  2.160  0.989
C  -3.681  -0.542  1.530  -1.418
C  -4.695  0.360  2.296  -0.820
C  -4.194  1.754  2.673  -0.546
O  -3.380  1.685  3.837  -0.311
C  -2.808  2.946  4.172  -0.768
H  5.966  -0.642  1.525  0.352
H  4.721  0.386  2.329  0.300
H  4.436  -1.340  2.110  0.408
H  4.210  -1.045  -0.355  0.308
H  4.822  0.651  -0.187  0.396
H  2.228  -0.631  0.931  0.204
H  2.771  1.057  1.318  0.381
H  2.442  0.422  -1.647  0.647
H  2.058  1.850  -0.701  0.458
H  0.147  0.317  -1.691  0.165
H  0.287  -0.485  -0.073  0.337
H  -0.594  2.315  -0.816  0.542
H  0.445  2.307  0.589  0.516
H  -1.738  2.260  1.429  0.068
H  -2.336  1.193  0.179  0.628
H  0.671  0.907  2.236  0.656
H  1.152  -0.767  3.845  0.543
H  -0.628  -2.465  4.467  0.453
H  -2.692  -3.161  4.417  0.622
H  -4.303  -4.071  2.406  0.531
H  -3.059  -3.269  1.459  0.218
H  -2.795  -5.823  2.920  0.325
H  -1.523  -4.660  3.433  0.312
H  -1.676  -5.058  1.708  0.305
H  -4.110  -1.548  1.521  0.292
H  -3.653  -0.244  0.473  0.665
H  -5.546  0.521  1.615  0.492
H  -5.106  -0.107  3.196  0.302
H  -5.091  2.343  2.952  0.512
H  -3.727  2.295  1.838  0.231
H  -3.301  3.329  5.079  0.288
H  -1.747  2.809  4.445  0.203
H  -2.838  3.671  3.345  0.367
F  -0.919  -2.478  -2.006  -0.223
C  -0.107  -2.826  -3.034  0.376
C  1.211  -2.416  -3.018  -0.118
C  2.046  -2.776  -4.066  -0.505
C  1.548  -3.531  -5.121  -0.577
C  0.218  -3.930  -5.124  -0.327
C  -0.615  -3.580  -4.070  -0.754
H  1.577  -1.822  -2.190  0.426
H  3.083  -2.466  -4.061  0.407
H  2.198  -3.807  -5.941  0.399
H  -0.172  -4.514  -5.947  0.415
H  -1.653  -3.890  -4.051  0.437
F  6.539  2.147  0.711  -0.348
C  6.231  3.237  1.442  0.349
C  5.386  4.189  0.907  -0.336
C  5.066  5.309  1.663  -0.442
C  5.602  5.465  2.934  -0.485
C  6.453  4.500  3.454  -0.359
C  6.768  3.374  2.707  -0.402
H  4.986  4.053  -0.090  0.458
H  4.400  6.060  1.258  0.377
H  5.355  6.341  3.520  0.386
H  6.874  4.623  4.444  0.371
H  7.424  2.606  3.098  0.432
F  -2.163  -2.175  -8.004  -0.290
C  -2.494  -1.072  -7.309  0.139
C  -3.321  -0.131  -7.889  -0.445
C  -3.664  1.004  -7.167  -0.404
C  -3.169  1.186  -5.882  -0.570
C  -2.335  0.231  -5.316  -0.338
C  -1.998  -0.909  -6.031  -0.028
H  -3.690  -0.287  -8.894  0.427
H  -4.317  1.746  -7.607  0.369
H  -3.435  2.075  -5.322  0.368
H  -1.944  0.374  -4.316  0.438
H  -1.356  -1.668  -5.603  0.338

2 unconnected molecules or ions with the total composition C7H10N2OS at a distorted geometry, computed with ωB97M-V/def2-TZVPD.

As for the multiplicity: 1. As for the frontier orbital gap: 8.7 eV. As for the charge: 0. The energy above the lowest of the compared OMol25 structures with the same formula, charge and spin is 74.5 kcal per mole.

Each line ends with the natural charge from an NBO analysis.
Element x y z (Å)
C  -2.983  0.214  1.681  -0.083
C  -2.665  -0.838  0.871  -0.100
C  -2.677  1.094  -0.259  0.237
C  -2.253  -0.791  -1.656  -0.052
C  1.045  1.962  -0.589  -0.734
C  0.697  0.805  1.645  -0.748
C  0.561  0.741  0.178  0.588
N  -2.916  1.397  0.967  -0.455
N  -2.465  -0.313  -0.430  -0.477
O  0.270  -0.290  -0.321  -0.546
S  -1.794  -2.431  -1.769  0.096
H  -3.206  0.406  2.721  0.225
H  -2.605  -1.883  1.232  0.239
H  -2.527  1.757  -1.178  0.227
H  0.532  1.895  -1.591  0.240
H  0.813  2.977  -0.099  0.233
H  2.169  1.758  -0.725  0.248
H  0.390  1.801  2.040  0.226
H  1.712  0.750  2.159  0.249
H  0.162  0.027  2.216  0.239
H  -1.616  -2.254  -3.078  0.146

C3H3NO2 in the gas phase at a distorted geometry, computed with ωB97M-V/def2-TZVPD.

As for the multiplicity: 1. As for the frontier orbital gap: 9.8 eV. As for the charge: 0. The energy above the lowest of the compared OMol25 structures with the same formula, charge and spin is 72.5 kcal per mole.

Each line ends with the natural charge from an NBO analysis.
Element x y z (Å)
N  1.441  0.314  0.132  -0.804
C  0.920  -0.948  -0.066  0.594
O  1.613  -1.937  -0.125  -0.576
C  -0.480  -0.813  -0.132  -0.280
C  -1.758  -0.710  0.040  0.393
O  -2.992  -0.388  0.012  -0.631
H  0.794  1.011  -0.075  0.392
H  2.387  0.400  0.249  0.397
H  -3.590  -1.121  0.211  0.514

A molecular structure, C38H26BrF6MgN8O5S2SeTe, computed with ωB97M-V/def2-TZVPD.

As for the multiplicity: 1. As for the frontier orbital gap: 4.7 eV. As for the charge: -1. The energy above the lowest of the compared OMol25 structures with the same formula, charge and spin is 3.2 kcal per mole.

Each line ends with the Mulliken charge.
Element x y z (Å)
Mg  0.429  -0.368  0.626  2.320
Br  -3.750  1.214  6.751  -0.194
C  -2.229  2.279  6.371  0.129
C  -2.375  3.649  6.241  -0.588
C  -1.255  4.422  5.980  -0.206
C  -0.011  3.830  5.808  0.060
C  0.124  2.453  5.964  -0.130
C  -0.987  1.675  6.246  -0.382
N  1.103  4.722  5.633  -0.474
N  2.029  4.496  4.834  -0.566
C  1.997  3.408  3.914  0.164
C  3.118  2.609  3.883  -0.351
C  3.177  1.424  3.148  -0.736
C  2.105  1.015  2.354  0.708
O  2.080  -0.080  1.681  -0.866
C  0.979  1.933  2.277  -0.553
N  -0.009  1.579  1.412  0.225
C  -1.057  2.353  1.254  -0.744
C  -1.177  3.579  1.933  -1.352
C  -0.198  3.957  2.807  -0.639
C  0.918  3.116  3.034  1.096
H  -3.348  4.106  6.354  0.416
H  -1.336  5.499  5.901  0.447
H  1.091  1.981  5.853  0.377
H  -0.889  0.604  6.355  0.481
H  3.955  2.895  4.510  0.385
H  4.054  0.792  3.190  0.488
H  -1.808  2.019  0.546  0.692
H  -2.036  4.209  1.745  0.561
H  -0.264  4.908  3.318  0.596
Se  4.131  -2.827  -5.719  0.185
N  3.530  -3.662  -4.257  -0.884
C  2.958  -2.756  -3.516  0.874
C  2.350  -3.043  -2.222  0.698
C  2.354  -4.319  -1.665  -0.644
C  1.784  -4.509  -0.428  -1.065
C  1.218  -3.417  0.220  -0.139
N  1.194  -2.199  -0.308  0.099
C  1.756  -1.999  -1.512  -0.423
C  1.736  -0.625  -2.051  -0.333
N  1.151  0.313  -1.285  0.533
C  1.061  1.556  -1.757  -0.557
C  1.739  1.950  -2.930  -0.753
C  2.373  1.013  -3.682  -1.010
C  2.343  -0.333  -3.263  0.732
C  2.957  -1.400  -4.029  0.821
N  3.535  -1.230  -5.188  -0.880
H  2.811  -5.131  -2.216  0.518
H  1.769  -5.480  0.047  0.486
H  0.770  -3.534  1.198  0.279
H  0.677  2.304  -1.081  0.446
H  1.704  2.988  -3.229  0.417
H  2.889  1.267  -4.598  0.471
F  -1.816  -3.501  -1.110  -0.174
C  -2.915  -2.896  -0.658  0.543
F  -3.472  -2.213  -1.647  -0.185
F  -3.770  -3.821  -0.228  -0.215
S  -2.500  -1.727  0.700  0.750
O  -1.515  -0.838  0.091  -0.571
O  -3.726  -1.138  1.126  -0.599
N  -1.841  -2.766  1.691  -0.401
S  -1.028  -2.280  2.947  0.862
O  -0.087  -3.286  3.333  -0.747
O  -0.592  -0.904  2.822  -0.765
C  -2.256  -2.239  4.319  0.526
F  -2.775  -3.450  4.508  -0.220
F  -1.640  -1.859  5.443  -0.207
F  -3.233  -1.386  4.052  -0.175
C  -3.904  6.913  -5.584  -1.421
C  -3.428  5.649  -4.917  0.621
C  -3.859  4.401  -5.339  -1.117
C  -3.419  3.222  -4.739  1.117
C  -3.939  1.911  -5.257  -1.665
C  -2.509  3.278  -3.670  -0.539
Te  -1.819  1.492  -2.747  0.036
C  -2.070  4.540  -3.233  1.409
C  -1.096  4.681  -2.096  -0.934
C  -2.532  5.694  -3.857  -0.996
H  -4.678  6.698  -6.321  0.339
H  -3.087  7.424  -6.098  0.297
H  -4.319  7.614  -4.856  0.328
H  -4.565  4.335  -6.162  0.194
H  -4.649  2.071  -6.072  0.351
H  -4.430  1.345  -4.463  0.319
H  -3.121  1.282  -5.614  0.310
H  -1.423  4.100  -1.233  0.036
H  -0.982  5.727  -1.805  0.373
H  -0.112  4.293  -2.375  -0.012
H  -2.180  6.659  -3.500  0.298

Question: Which of these has the lowest charge?
Answer: C38H26BrF6MgN8O5S2SeTe

Question: Among the records above, which one has the highest charge?
Answer: C37H48F4NO

Question: frontier orbital gap of number 2 (C37H48F4NO)?
Answer: 7.3 eV